{
  "formula": "C21H23FN2OS",
  "method": "ωB97M-V/def2-TZVPD",
  "total_charge": 0,
  "symbols": ["O", "C", "N", "C", "C", "C", "C", "C", "C", "C", "C", "C", "C", "C", "N", "C", "C", "C", "C", "C", "F", "C", "C", "C", "C", "S", "H", "H", "H", "H", "H", "H", "H", "H", "H", "H", "H", "H", "H", "H", "H", "H", "H", "H", "H", "H", "H", "H", "H"],
  "xyz": [[-1.301488, -1.702017, -0.593808], [-1.770846, -0.609474, -0.859733], [-3.088717, -0.314412, -0.769381], [-4.127172, -1.244345, -0.374792], [-3.938615, -1.849276, 1.020864], [-4.903868, -3.036595, 1.034806], [-5.072036, -3.462136, -0.438859], [-4.213291, -2.494258, -1.257001], [-0.907289, 0.525035, -1.304584], [-1.352732, 1.561944, -2.119679], [-0.471900, 2.572204, -2.447260], [0.847088, 2.548481, -2.021029], [1.347305, 1.471392, -1.266270], [0.416566, 0.495221, -0.892980], [2.664871, 1.361071, -0.892774], [3.231617, 0.117994, -0.427866], [3.405417, 0.063910, 1.072895], [4.417837, -0.710681, 1.626802], [4.588665, -0.781257, 2.996865], [3.733102, -0.060137, 3.809620], [3.897483, -0.115986, 5.148218], [2.718063, 0.719512, 3.287972], [2.560003, 0.775079, 1.914846], [3.637591, 2.408486, -1.100444], [3.011009, 3.787509, -1.072076], [1.853040, 3.935678, -2.462656], [-3.365758, 0.637056, -0.941561], [-5.076021, -0.698664, -0.414735], [-2.908270, -2.191809, 1.105466], [-4.139423, -1.133572, 1.817328], [-5.865811, -2.735115, 1.451652], [-4.518322, -3.849604, 1.647514], [-6.118426, -3.383873, -0.736644], [-4.759740, -4.492794, -0.597688], [-3.206497, -2.889167, -1.384526], [-4.635632, -2.283226, -2.238725], [-2.358628, 1.586410, -2.510055], [-0.794054, 3.405381, -3.053686], [0.702502, -0.327278, -0.257115], [4.209257, -0.014773, -0.907448], [2.604567, -0.716463, -0.754035], [5.079216, -1.267513, 0.979213], [5.370643, -1.379628, 3.436665], [2.066942, 1.267491, 3.950448], [1.769444, 1.378388, 1.495738], [4.378319, 2.336867, -0.294421], [4.160219, 2.271693, -2.060089], [3.764114, 4.562210, -1.198619], [2.459656, 3.955039, -0.146370]],
  "atomic_forces_ev_per_a": [[0.09, -0.20, 0.09], [-0.16, 0.15, -0.02], [-0.24, 0.34, -0.09], [0.20, -0.45, 0.09], [-0.11, 0.09, 0.04], [0.00, 0.01, 0.15], [-0.03, -0.06, -0.13], [-0.13, 0.06, -0.06], [0.38, 0.25, -0.20], [-0.04, -0.15, 0.09], [0.09, -0.07, 0.11], [0.16, 0.34, -0.10], [-0.46, -0.09, -0.12], [-0.11, -0.09, 0.05], [0.20, 0.06, -0.01], [-0.14, -0.14, -0.02], [0.09, -0.01, -0.02], [-0.17, 0.10, -0.01], [-0.06, 0.03, 0.24], [-0.02, 0.01, -0.14], [-0.01, 0.00, -0.08], [0.12, -0.10, 0.22], [0.10, -0.08, -0.06], [0.22, 0.23, -0.04], [-0.26, -0.10, -0.33], [0.17, -0.09, 0.15], [0.12, -0.07, 0.04], [0.08, -0.02, -0.01], [0.01, 0.05, 0.01], [0.04, 0.05, 0.04], [-0.01, -0.05, 0.05], [-0.06, -0.01, 0.07], [-0.01, -0.07, -0.01], [-0.07, -0.04, -0.04], [-0.01, 0.03, -0.04], [0.03, 0.02, -0.06], [-0.10, -0.02, -0.04], [-0.08, 0.10, -0.04], [0.05, -0.10, 0.04], [-0.09, -0.03, 0.02], [0.11, 0.07, -0.06], [0.10, -0.05, -0.07], [0.08, -0.05, 0.07], [-0.05, 0.04, 0.09], [-0.08, 0.09, -0.06], [-0.04, -0.02, -0.04], [0.01, 0.04, 0.17], [0.01, -0.01, 0.03], [0.11, 0.02, 0.05]],
  "lowdin_charge": [0.063, -0.440, 0.112, -0.303, -0.146, -0.182, -0.181, -0.146, -0.133, -0.048, -0.112, -0.460, -0.214, 0.039, -0.112, -0.122, -0.202, -0.034, -0.006, -0.279, 0.055, 0.002, -0.021, -0.230, -0.436, 0.944, 0.126, 0.154, 0.108, 0.112, 0.102, 0.103, 0.102, 0.103, 0.108, 0.112, 0.106, 0.101, 0.112, 0.131, 0.132, 0.115, 0.117, 0.118, 0.113, 0.128, 0.125, 0.078, 0.087]
}

{
  "formula": "C21H23FN4O3S",
  "method": "ωB97M-V/def2-TZVPD",
  "e_above_lowest_ev": 1.5827,
  "total_charge": 0,
  "symbols": ["C", "C", "O", "C", "O", "N", "C", "C", "C", "N", "C", "O", "C", "C", "C", "C", "C", "C", "C", "C", "C", "C", "F", "N", "N", "C", "C", "S", "C", "C", "H", "H", "H", "H", "H", "H", "H", "H", "H", "H", "H", "H", "H", "H", "H", "H", "H", "H", "H", "H", "H", "H", "H"],
  "xyz": [[6.137022, 4.881987, -3.565787], [4.841173, 4.890315, -2.767218], [4.542491, 3.603109, -2.232721], [3.945340, 2.738120, -3.086266], [3.639188, 3.015146, -4.222402], [3.763613, 1.516703, -2.531312], [4.028030, 1.199033, -1.148203], [2.720083, 0.957136, -0.393993], [1.920512, -0.149444, -1.090009], [0.675011, -0.424644, -0.390447], [-0.301098, 0.495875, -0.194465], [-0.237109, 1.649882, -0.580433], [-1.483626, 0.020040, 0.535434], [-1.806791, -1.186492, 1.087242], [-3.080051, -1.158863, 1.700109], [-4.031872, -1.908573, 2.445342], [-3.955880, -3.297747, 2.862279], [-3.210307, -4.221298, 2.129751], [-3.129711, -5.545069, 2.516452], [-3.794702, -5.981597, 3.650563], [-4.541488, -5.087144, 4.397048], [-4.616556, -3.765686, 3.999445], [-5.330283, -2.918363, 4.762134], [-5.071000, -1.138331, 2.732241], [-4.857774, 0.075899, 2.218268], [-5.825090, 1.122184, 2.365349], [-3.670838, 0.110896, 1.589974], [-2.717050, 1.257474, 0.741089], [1.669748, 0.255782, -2.546528], [3.003676, 0.516154, -3.245454], [6.028114, 4.235853, -4.433160], [6.957043, 4.516874, -2.951597], [6.364654, 5.889446, -3.902247], [4.010505, 5.213628, -3.402669], [4.919140, 5.543506, -1.895189], [4.583834, 2.018574, -0.696352], [4.645037, 0.291280, -1.117617], [2.933347, 0.675060, 0.638484], [2.122444, 1.868612, -0.390904], [2.501969, -1.079328, -1.070413], [0.530008, -1.355696, -0.041433], [-1.166785, -2.050953, 1.072828], [-2.708881, -3.889780, 1.233624], [-2.549635, -6.241056, 1.929348], [-3.733894, -7.015347, 3.954127], [-5.067175, -5.397964, 5.286333], [-6.625446, 0.740805, 2.995370], [-5.368390, 1.995674, 2.833537], [-6.227499, 1.411692, 1.392445], [1.124775, -0.532020, -3.069079], [1.066400, 1.163510, -2.557091], [2.842864, 0.883499, -4.259784], [3.592911, -0.408352, -3.286041]],
  "atomic_forces_ev_per_a": [[-0.32, -0.18, 0.22], [0.09, 0.41, -0.35], [-0.08, -0.30, 0.11], [0.22, -0.03, 0.07], [-0.11, 0.29, -0.33], [0.06, -0.05, 0.11], [-0.01, 0.12, 0.39], [0.21, -0.20, -0.12], [-0.08, 0.48, -0.12], [0.01, -0.20, 0.06], [0.29, -0.41, -0.01], [0.00, 0.26, -0.10], [-0.55, 0.02, 0.26], [0.25, 0.38, -0.23], [-0.65, 0.73, 0.11], [-0.05, 0.75, -0.18], [-0.23, -0.30, 0.31], [-0.12, 0.06, 0.15], [0.10, -0.12, -0.06], [0.00, 0.06, -0.03], [-0.06, 0.10, 0.02], [0.11, -0.08, -0.03], [0.12, -0.18, -0.09], [-0.44, -0.65, 0.37], [0.63, -0.07, -0.29], [-0.26, 0.29, 0.01], [0.44, -0.50, -0.12], [0.03, -0.23, 0.08], [0.28, -0.15, 0.03], [-0.26, 0.02, -0.30], [0.03, -0.01, -0.08], [0.10, 0.01, 0.04], [0.06, 0.12, -0.05], [0.11, 0.00, 0.18], [-0.05, -0.07, -0.11], [0.00, -0.19, -0.02], [0.03, 0.06, 0.04], [-0.01, -0.01, 0.04], [0.03, 0.00, 0.04], [-0.06, 0.06, 0.01], [-0.04, 0.07, 0.00], [0.16, -0.13, -0.04], [0.04, 0.04, -0.10], [0.04, -0.05, -0.05], [0.00, -0.09, 0.03], [-0.06, 0.01, 0.09], [0.06, 0.05, -0.05], [-0.03, -0.02, 0.02], [-0.02, -0.01, 0.04], [-0.03, -0.02, -0.01], [-0.02, -0.03, -0.04], [0.07, -0.15, 0.11], [0.00, 0.02, -0.05]],
  "lowdin_charge": [-0.063, -0.221, -0.014, -0.534, 0.090, -0.038, -0.133, -0.111, -0.300, 0.110, -0.524, 0.028, -0.405, -0.037, -0.168, -0.175, -0.093, -0.025, -0.088, -0.082, -0.008, -0.219, 0.073, 0.150, -0.181, -0.010, -0.476, 1.139, -0.110, -0.131, 0.074, 0.076, 0.076, 0.121, 0.122, 0.124, 0.129, 0.122, 0.118, 0.152, 0.128, 0.108, 0.107, 0.102, 0.104, 0.118, 0.094, 0.093, 0.093, 0.122, 0.120, 0.124, 0.129]
}

LUMO? In order: 0.642 0.314 eV.
E? In order: -1496.8653 -1756.8745 Ha.